Entry 1:
Density functional theory data (the ωB97M-V functional and the def2-TZVPD basis) for a 6-piece molecular cluster, C46H44F41N3O9S overall.

Computed properties:
HOMO energy ... -9.0 eV
SMILES ... CCOCCOc1c([C@H](C)F)cc2nc(C)c(S(C)(=O)=O)nc2c1-c1cccnc1.FC(F)C(F)(F)COC(F)(F)C(F)F.FC(F)C(F)(F)COC(F)(F)C(F)F.FC(F)C(F)(F)COC(F)(F)C(F)F.FC(F)C(F)(F)COC(F)(F)C(F)F.FC(F)C(F)(F)COC(F)(F)C(F)F
HOMO-LUMO gap ... 8.118 eV

Geometry as ORCA input:
```
! wB97M-V def2-TZVPD RIJCOSX def2/J DEFGRID3
* xyz 0 1
C -1.00 4.38 -0.42
C 0.41 3.90 -0.09
O 1.29 4.99 -0.29
C 2.55 4.87 0.31
C 3.39 3.76 -0.27
O 3.39 3.84 -1.70
C 4.50 3.37 -2.33
C 5.29 4.29 -3.08
C 4.92 5.74 -3.24
C 4.62 6.51 -1.96
F 3.79 5.82 -4.07
C 6.39 3.85 -3.73
C 6.77 2.50 -3.69
N 7.88 2.08 -4.35
C 8.20 0.82 -4.31
C 9.42 0.38 -5.07
C 7.37 -0.07 -3.56
S 7.66 -1.85 -3.45
C 9.10 -2.00 -2.42
O 6.55 -2.39 -2.73
O 7.97 -2.33 -4.77
N 6.31 0.29 -2.92
C 5.97 1.60 -2.96
C 4.81 2.04 -2.29
C 3.97 1.06 -1.57
C 4.50 0.20 -0.61
C 3.65 -0.69 0.02
C 2.31 -0.68 -0.30
N 1.78 0.13 -1.22
C 2.60 0.97 -1.84
H -1.17 4.32 -1.49
H -1.07 5.42 -0.10
H -1.74 3.80 0.12
H 0.69 3.06 -0.73
H 0.46 3.56 0.95
H 3.03 5.85 0.23
H 2.45 4.65 1.38
H 4.41 3.79 0.12
H 2.96 2.80 0.02
H 5.74 6.23 -3.77
H 4.66 7.58 -2.16
H 5.32 6.24 -1.17
H 3.61 6.27 -1.65
H 7.00 4.53 -4.31
H 10.04 -0.33 -4.51
H 9.13 -0.08 -6.02
H 10.02 1.26 -5.28
H 8.77 -2.25 -1.41
H 9.73 -2.77 -2.86
H 9.64 -1.06 -2.41
H 5.55 0.23 -0.38
H 4.03 -1.37 0.77
H 1.63 -1.36 0.19
H 2.17 1.61 -2.59
F -5.24 -1.41 1.67
C -6.33 -0.70 1.30
F -7.28 -1.58 0.90
C -6.00 0.24 0.15
F -5.66 -0.47 -0.94
F -7.18 0.88 -0.12
C -4.97 1.35 0.40
O -3.65 1.12 -0.06
C -2.71 0.52 0.71
F -3.13 0.28 1.97
F -1.66 1.38 0.80
C -2.17 -0.76 0.06
F -3.17 -1.65 -0.11
F -1.26 -1.31 0.89
H -6.71 -0.15 2.17
H -5.31 2.19 -0.19
H -4.99 1.68 1.44
H -1.71 -0.53 -0.90
F 2.16 -2.85 -4.57
C 3.41 -3.35 -4.71
F 3.52 -3.86 -5.96
C 3.66 -4.47 -3.70
F 2.83 -5.51 -3.94
F 4.93 -4.89 -3.95
C 3.63 -4.10 -2.21
O 2.45 -4.41 -1.49
C 1.41 -3.53 -1.42
F 1.69 -2.35 -1.99
F 1.17 -3.29 -0.10
C 0.12 -4.13 -1.98
F 0.29 -4.45 -3.28
F -0.87 -3.21 -1.88
H 4.15 -2.55 -4.58
H 4.38 -4.74 -1.76
H 3.95 -3.08 -2.05
H -0.16 -5.03 -1.42
F -2.74 5.46 2.14
C -3.90 4.94 2.57
F -4.46 4.24 1.55
C -4.88 6.03 3.00
F -5.21 6.79 1.94
F -6.00 5.36 3.41
C -4.47 6.93 4.18
O -3.94 8.20 3.87
C -2.60 8.41 3.69
F -1.87 7.32 3.95
F -2.22 9.37 4.57
C -2.30 8.97 2.29
F -2.70 8.09 1.35
F -0.97 9.15 2.17
H -3.70 4.25 3.40
H -5.41 7.15 4.69
H -3.84 6.39 4.89
H -2.82 9.92 2.15
F 4.43 -8.74 2.84
C 5.09 -8.08 1.87
F 6.27 -7.65 2.38
C 4.29 -6.86 1.40
F 4.17 -5.98 2.41
F 5.07 -6.28 0.44
C 2.93 -7.11 0.74
O 1.78 -6.93 1.54
C 1.24 -7.95 2.28
F 1.85 -9.12 2.07
F -0.05 -8.08 1.90
C 1.21 -7.60 3.78
F 2.47 -7.40 4.23
F 0.67 -8.63 4.45
H 5.29 -8.76 1.03
H 2.85 -6.33 -0.01
H 2.91 -8.06 0.21
H 0.62 -6.70 3.94
F -12.70 -3.70 3.86
C -13.59 -2.83 3.36
F -14.60 -3.53 2.80
C -12.95 -1.95 2.28
F -12.57 -2.71 1.23
F -13.96 -1.13 1.86
C -11.80 -1.02 2.70
O -10.48 -1.45 2.43
C -9.75 -2.20 3.31
F -10.38 -2.36 4.49
F -8.61 -1.51 3.57
C -9.34 -3.54 2.70
F -10.44 -4.25 2.38
F -8.63 -4.23 3.62
H -14.00 -2.21 4.16
H -11.92 -0.14 2.07
H -11.92 -0.69 3.73
H -8.73 -3.39 1.81
*
```

=====

Entry 2:
Density functional theory data (the ωB97M-V functional and the def2-TZVPD basis) for C7H10N2 as an isolated structure in a non-equilibrium geometry.

Computed properties:
HOMO energy ... -8.7 eV
HOMO-LUMO gap ... 9.176 eV

Geometry as ORCA input:
```
! wB97M-V def2-TZVPD RIJCOSX def2/J DEFGRID3
* xyz 0 1
C 0.77 1.67 0.42
C 0.54 -0.36 -0.95
C 1.96 -0.59 -0.69
C -0.63 -0.28 0.19
C -0.27 -0.90 1.50
C -1.88 -0.67 -0.34
C -2.97 0.30 -0.36
H 1.83 1.12 0.71
H 0.40 2.41 1.28
H 0.90 2.50 -0.30
H 0.05 -0.33 -2.00
H 0.42 -2.14 1.20
H -1.48 -0.98 2.25
H 0.52 0.24 2.02
H -2.00 -1.78 -0.44
H -3.14 1.57 -0.01
H -3.94 -0.26 -0.82
N -0.01 0.82 -0.29
N 3.05 -0.45 -0.07
*
```

=====

Entry 3:
Density functional theory data (the ωB97M-V functional and the def2-TZVPD basis) for the molecule C3H4N4O in a non-equilibrium geometry.

Computed properties:
HOMO energy ... -8.9 eV
SMILES ... [H]/N=N\c1c[nH]/c(=N\[H])o1
HOMO-LUMO gap ... 8.786 eV

Geometry as ORCA input:
```
! wB97M-V def2-TZVPD RIJCOSX def2/J DEFGRID3
* xyz 0 1
H -2.19 -1.75 0.72
N -1.61 -2.23 1.43
N -0.50 -1.69 1.45
C 0.03 -0.71 0.71
C 1.11 0.03 0.82
N 1.00 1.03 -0.21
C -0.15 0.83 -1.05
N -0.58 1.31 -2.07
H -0.06 2.03 -2.43
O -0.76 -0.24 -0.38
H 1.85 -0.07 1.59
H 1.86 1.44 -0.58
*
```

=====

Number 1: LUMO energy -0.88 eV. Number 2: LUMO energy 0.43 eV. Number 3: LUMO energy -0.13 eV.